15
Properties=species:S:1:pos:R:3:lowdin_charge:R:1 method="wB97M-V/def2-TZVPD" e_above_lowest_kj_mol=97.2 smiles=NCN.O.O homo_energy_ev=-9.681 e_lumo_ev=0.5 multiplicity=1
O 2.367 -1.937 -1.689 -0.07
O -1.876 3.202 -0.250 -0.02
N 0.024 -0.853 -0.488 -0.02
N -0.471 0.491 1.651 -0.03
C 0.273 -0.552 0.932 -0.39
H 1.425 -0.308 0.967 0.14
H -1.588 2.939 -1.104 0.02
H 0.109 -1.523 1.366 0.09
H 2.878 -2.742 -1.475 0.05
H -1.528 0.406 1.511 0.08
H -2.347 2.452 0.049 0.00
H -0.218 1.451 1.203 0.09
H -0.765 -1.369 -0.501 0.01
H 1.676 -1.735 -1.113 -0.08
H 0.041 0.079 -1.059 0.13

=====

106
Properties=species:S:1:pos:R:3:lowdin_charge:R:1 method="wB97M-V/def2-TZVPD" e_above_lowest_kj_mol=560.1 homo_energy_ev=-6.226 e_lumo_ev=1.7 total_charge=-1 multiplicity=1
S -1.289 -54.362 48.230 0.24
O -4.893 -53.249 48.143 -0.02
O -0.874 -55.483 49.118 -0.33
O 0.958 -51.288 48.674 -0.09
O -0.665 -55.071 51.683 -0.01
O -3.469 -55.720 45.441 -0.14
O 2.051 -53.366 47.055 -0.11
O -0.335 -55.844 44.843 -0.14
O -3.076 -52.696 50.998 -0.11
O -2.477 -53.758 48.633 -0.28
O -2.143 -57.622 49.417 -0.06
O 2.672 -57.725 44.533 -0.11
O -5.069 -58.223 51.610 -0.03
O 0.953 -57.449 48.691 -0.12
O 4.528 -56.234 48.265 -0.03
O -1.947 -50.916 48.770 -0.10
O 1.890 -53.351 41.948 0.01
O -0.207 -53.533 48.245 -0.27
O -1.504 -54.855 46.912 -0.29
O -5.339 -51.740 44.883 -0.12
O 2.212 -53.071 52.601 -0.11
O -5.950 -58.187 46.442 -0.09
N -1.148 -52.243 43.828 -0.26
C -4.006 -56.676 46.255 -0.31
C -5.020 -52.147 47.258 -0.17
C -5.444 -56.961 45.833 -0.21
C 3.354 -57.109 48.189 -0.19
C -1.798 -50.884 43.656 0.01
C 0.777 -56.664 45.380 -0.12
C -2.287 -53.277 43.529 0.07
C -0.713 -52.375 45.271 0.04
C 1.575 -57.015 44.092 -0.27
C -5.505 -52.750 45.863 -0.18
C -3.804 -58.614 50.939 -0.15
C 2.212 -51.146 47.931 -0.17
C 0.776 -53.568 42.681 -0.35
C 0.953 -53.260 52.104 -0.27
C 2.089 -56.568 48.635 -0.26
C -3.099 -57.320 50.435 -0.19
C 2.733 -52.584 47.982 -0.27
C -2.282 -51.553 51.062 -0.26
C -0.020 -52.353 42.806 -0.15
C 0.543 -54.767 52.249 -0.20
C -2.588 -50.536 49.938 -0.26
H -4.756 -53.612 45.814 0.12
H -1.700 -52.271 45.889 0.16
H -3.985 -53.268 48.265 -0.04
H -3.344 -59.064 51.573 0.01
H 2.909 -50.446 48.358 0.11
H 2.016 -56.216 43.721 0.06
H -1.671 -56.892 49.572 -0.08
H 0.645 -54.934 53.393 0.15
H -0.605 -55.116 50.801 -0.04
H 3.243 -57.255 47.178 0.08
H 0.013 -56.956 49.027 0.14
H -2.945 -53.071 49.986 0.10
H -3.834 -56.603 49.795 0.16
H -2.794 -56.700 51.376 0.15
H -5.928 -55.969 46.146 0.12
H -5.551 -58.313 50.895 -0.03
H 1.046 -53.456 47.230 0.05
H 0.958 -52.974 50.968 0.14
H -3.129 -52.939 44.081 0.07
H -0.316 -52.167 41.696 0.16
H -2.195 -51.874 48.595 0.06
H -1.960 -54.134 43.887 0.03
H -0.147 -53.187 45.436 0.03
H 0.825 -53.958 43.790 0.14
H -0.821 -55.397 45.577 0.00
H -5.526 -51.516 47.632 0.03
H -2.464 -50.764 44.434 0.07
H -0.046 -51.650 45.584 0.09
H 1.152 -57.407 43.240 0.10
H -1.133 -49.980 43.542 0.13
H 3.718 -52.653 47.649 0.09
H -5.869 -50.876 44.879 0.13
H -3.903 -56.127 47.283 0.13
H -6.632 -58.104 47.116 0.07
H 2.586 -53.164 42.519 0.08
H -2.742 -53.333 42.507 0.14
H -2.201 -51.004 42.728 0.06
H -2.103 -49.491 50.124 0.14
H 1.399 -56.052 45.958 0.09
H 2.838 -53.021 48.976 0.12
H 4.618 -55.886 49.111 0.04
H 0.347 -52.570 52.562 0.08
H -2.296 -50.930 51.929 0.09
H -3.524 -50.184 49.847 0.06
H 2.235 -52.574 53.553 0.17
H -5.603 -56.971 44.664 0.14
H 2.314 -58.731 44.857 0.20
H 0.601 -51.349 42.792 0.17
H 3.553 -58.011 48.580 0.09
H 2.125 -50.867 46.972 0.06
H -3.167 -57.376 46.545 0.14
H -4.194 -51.788 47.171 0.02
H -1.224 -52.023 50.996 0.13
H -2.628 -55.413 45.910 0.04
H 0.176 -54.571 42.386 0.18
H -4.100 -59.243 50.130 0.12
H 0.319 -57.361 46.029 0.11
H 2.052 -56.411 49.528 0.01
H 1.843 -55.467 48.232 0.16
H 0.602 -52.172 48.658 -0.02
H 0.925 -55.398 51.751 0.00
H -6.480 -53.234 45.945 0.11

=====

82
Properties=species:S:1:pos:R:3:lowdin_charge:R:1 method="wB97M-V/def2-TZVPD" homo_energy_ev=7.346 e_lumo_ev=10.8 total_charge=-8 multiplicity=1
S -25.767 -2.148 20.632 0.43
S -21.802 -3.814 22.207 0.57
S -20.035 2.811 17.223 0.58
S -22.324 -5.670 23.557 0.38
S -20.799 0.473 23.321 0.53
S -21.503 -7.526 17.734 0.61
S -26.306 -0.734 18.827 0.53
S -25.918 2.581 15.884 0.47
S -22.159 -3.216 12.148 0.48
S -22.456 -1.324 17.446 0.47
S -22.876 -3.378 16.467 0.61
S -18.639 3.027 15.228 0.41
S -20.095 -5.749 18.376 0.44
S -27.185 -4.778 15.341 0.61
S -21.342 0.743 20.948 0.52
S -27.522 -6.310 16.989 0.42
S -25.227 4.866 15.816 0.57
S -20.268 -3.088 10.797 0.60
Na -25.333 -1.159 15.119 0.55
F -21.572 -0.475 24.377 -0.25
F -22.579 -3.383 20.844 -0.20
F -18.825 2.851 13.648 -0.24
F -22.848 0.251 17.245 -0.24
F -23.752 -2.763 12.060 -0.27
F -22.108 -7.239 23.459 -0.27
F -19.900 -3.648 9.295 -0.29
F -26.745 -3.183 15.630 -0.24
F -26.616 -2.820 21.884 -0.29
F -22.644 1.251 20.123 -0.21
F -23.638 -3.853 15.114 -0.25
F -23.844 5.681 15.504 -0.23
F -28.168 -6.544 18.486 -0.25
F -21.423 -9.181 17.850 -0.31
F -27.657 0.038 18.370 -0.26
F -19.228 -5.370 19.660 -0.23
F -25.202 1.158 16.110 -0.19
F -20.144 1.300 17.752 -0.18
O -19.241 -5.511 17.203 -0.33
O -18.760 4.489 15.276 -0.38
O -21.549 -3.924 16.134 -0.29
O -17.347 2.379 15.527 -0.35
O -21.281 -7.333 16.304 -0.30
O -20.847 -0.402 20.184 -0.26
O -23.658 -4.125 17.439 -0.25
O -25.994 5.106 14.582 -0.36
O -25.132 -3.243 20.039 -0.23
O -18.997 3.344 18.046 -0.30
O -25.970 -1.218 17.537 -0.30
O -20.988 -1.243 17.379 -0.28
O -23.676 -5.709 24.074 -0.34
O -22.872 -7.324 18.321 -0.30
O -21.175 -4.781 18.688 -0.28
O -21.185 -5.461 24.484 -0.38
O -21.401 3.316 17.441 -0.30
O -20.407 1.609 24.143 -0.38
O -25.473 0.312 19.372 -0.26
O -19.812 -0.518 22.912 -0.32
O -22.582 -2.931 23.072 -0.29
O -19.658 -1.748 10.703 -0.32
O -19.671 -4.163 11.587 -0.30
O -21.624 -2.077 12.970 -0.29
O -25.795 -5.216 15.173 -0.26
O -28.031 -4.739 14.144 -0.34
O -22.294 -4.507 12.888 -0.29
O -25.034 -1.177 21.420 -0.28
O -20.486 -3.395 21.873 -0.25
O -20.638 2.024 20.850 -0.36
O -25.648 5.498 17.036 -0.30
O -26.743 2.321 14.694 -0.34
O -23.104 -1.555 18.753 -0.28
O -26.637 2.731 17.173 -0.31
O -26.120 -6.643 17.332 -0.27
O -28.251 -7.301 16.235 -0.36
N -27.974 -4.918 16.770 -0.24
N -21.944 -3.226 10.662 -0.30
N -20.248 -7.216 18.850 -0.29
N -24.630 3.336 15.881 -0.23
N -19.887 2.283 15.605 -0.25
N -27.132 -1.793 19.878 -0.26
N -22.216 -5.494 22.066 -0.20
N -23.174 -1.700 16.148 -0.27
N -22.152 0.620 22.338 -0.25

=====

24
Properties=species:S:1:pos:R:3:lowdin_charge:R:1 method="wB97M-V/def2-TZVPD" e_above_lowest_kj_mol=109.0 smiles=CC(C)O.O.O.O.O homo_energy_ev=-10.793 e_lumo_ev=-0.3 multiplicity=1
O -1.059 -1.739 2.964 -0.03
O 0.449 -0.413 -2.301 -0.07
O 0.117 -3.533 -1.539 -0.06
O 2.365 0.354 2.410 -0.04
O -1.339 1.054 3.839 -0.04
C -0.266 0.671 -1.659 -0.45
C -0.742 1.542 -2.821 -0.06
C 0.614 1.473 -0.727 -0.05
H 2.498 -0.583 2.579 0.03
H 1.916 0.341 1.561 -0.01
H -1.352 2.381 -2.524 0.07
H 0.865 0.827 0.123 0.05
H 0.086 1.871 -3.446 0.08
H 1.372 -0.481 -2.054 0.08
H -1.326 0.896 -3.485 0.08
H 0.793 -2.877 -1.760 0.02
H -0.390 -2.180 2.437 0.04
H -0.123 -3.194 -0.671 0.02
H -2.200 1.024 3.416 0.03
H -1.897 -2.021 2.591 0.05
H 1.548 1.885 -1.105 0.09
H -1.060 0.145 -1.131 0.13
H 0.069 2.297 -0.263 0.09
H -0.938 0.262 3.567 -0.05

=====

113
Properties=species:S:1:pos:R:3:lowdin_charge:R:1 method="wB97M-V/def2-TZVPD" homo_energy_ev=-7.507 e_lumo_ev=-0.4 multiplicity=1
Sn -0.150 0.309 0.675 1.44
Cl -1.389 -7.640 4.695 0.64
P 1.514 0.655 -2.231 0.57
F -1.336 4.744 3.144 0.07
F -3.029 6.374 2.018 0.09
F -3.640 3.434 -1.589 0.09
F -2.005 1.692 -0.468 -0.02
O -0.328 -1.192 2.631 -0.15
O -2.161 0.091 2.591 0.00
O -2.534 -1.895 4.980 -0.02
N 1.772 0.919 2.183 -0.33
N 3.173 0.611 -2.535 -0.20
N 1.315 0.559 -0.702 -0.30
N 0.946 2.043 -2.944 -0.19
N -0.507 2.291 1.749 -0.06
N 0.955 -0.571 -3.250 -0.19
C -4.703 -2.030 1.857 -0.07
C -1.769 -1.294 -0.339 -0.10
C -2.285 -3.197 1.154 -0.03
C 0.508 3.121 -2.030 -0.19
C -0.480 -0.580 -3.619 -0.20
C -1.490 3.135 1.357 -0.18
C -0.105 -2.858 -4.611 -0.18
C -2.189 -3.209 4.886 -0.25
C -3.082 3.768 -0.414 -0.23
C -2.767 5.225 1.383 -0.22
C -0.996 -3.673 4.355 -0.01
C -1.573 -0.898 4.680 -0.08
C -2.880 -5.463 5.316 -0.07
C 0.113 2.488 3.053 -0.21
C -1.035 -1.995 -3.755 -0.19
C 5.274 1.425 -3.536 -0.19
C 4.098 0.161 -1.497 -0.24
C 1.337 -2.852 -4.051 -0.16
C 2.596 -0.259 2.471 -0.07
C -2.201 2.890 0.165 -0.16
C 0.995 4.683 -3.907 -0.19
C 1.079 1.365 3.379 -0.20
C -3.146 -3.860 2.008 -0.08
C -0.004 4.325 -2.808 -0.18
C 1.469 -1.894 -2.875 -0.23
C -0.745 -5.040 4.297 -0.11
C 2.592 1.986 1.603 -0.08
C 3.754 1.582 -3.470 -0.20
C 1.130 3.530 -4.921 -0.17
C -1.688 -5.925 4.774 -0.68
C -2.632 -1.953 0.613 -0.33
C -3.391 4.973 0.177 0.06
C 0.604 2.205 -4.353 -0.22
C -3.846 -1.370 0.998 -0.05
C -4.420 -3.570 5.967 -0.03
C -1.869 4.352 1.965 -0.13
C -3.144 -4.106 5.381 -0.21
C -4.359 -3.279 2.357 -0.08
C -1.364 -0.652 3.168 -0.64
C 5.231 -0.655 -2.129 -0.17
C 5.646 -0.055 -3.486 -0.19
H -0.126 5.159 -2.117 0.12
H 3.534 -0.433 -0.782 0.08
H -0.270 -2.984 3.947 0.10
H 3.102 -0.575 1.558 0.08
H 1.636 -3.850 -3.724 0.11
H 1.782 1.698 4.153 0.14
H -1.176 -2.462 -2.780 0.09
H -2.880 -4.831 2.408 0.10
H 5.635 1.882 -4.458 0.11
H -0.983 4.111 -3.245 0.12
H -3.607 -6.170 5.696 0.11
H 3.381 2.293 2.302 0.10
H -1.330 -3.636 0.884 0.12
H 3.498 2.612 -3.191 0.11
H -0.633 2.521 3.851 0.13
H -2.194 -0.520 -0.966 0.04
H -4.878 -2.855 5.282 0.08
H 2.175 3.421 -5.216 0.09
H -5.641 -1.574 2.147 0.11
H -0.481 2.167 -4.494 0.11
H 3.032 1.624 0.678 0.05
H -2.019 -1.932 -4.223 0.12
H 5.125 -0.569 -4.297 0.11
H 1.360 3.422 -1.410 0.12
H -0.946 -1.866 -0.750 0.02
H 1.040 1.373 -4.904 0.10
H -5.031 -3.803 3.027 0.10
H 6.080 -0.664 -1.440 0.11
H -4.092 -0.388 0.611 0.12
H 2.520 -1.777 -2.608 0.09
H -1.071 -0.007 -2.896 0.10
H 1.958 -1.069 2.820 0.08
H 0.534 0.515 3.771 0.09
H 2.035 -2.537 -4.829 0.11
H 4.519 1.017 -0.952 0.11
H -0.494 -3.876 -4.650 0.11
H -0.587 -0.096 -4.592 0.10
H 0.649 3.441 3.065 0.12
H 0.686 5.599 -4.412 0.11
H 1.966 2.843 1.362 0.08
H -0.258 2.755 -1.351 0.07
H -5.124 -4.374 6.178 0.08
H -0.109 -2.467 -5.631 0.11
H 0.179 -5.406 3.870 0.11
H 3.333 1.387 -4.461 0.11
H -0.615 -1.127 5.157 0.13
H -1.983 0.020 5.093 0.14
H 4.911 -1.691 -2.267 0.10
H -4.211 -3.032 6.894 0.09
H 0.558 3.751 -5.824 0.11
H 1.962 4.878 -3.435 0.11
H 6.717 -0.183 -3.643 0.10
H 0.957 -2.294 -1.990 0.11
H 3.347 -0.036 3.239 0.10
H 5.752 1.948 -2.704 0.11
H -4.082 5.678 -0.260 0.13

=====

80
Properties=species:S:1:pos:R:3:lowdin_charge:R:1 method="wB97M-V/def2-TZVPD" e_above_lowest_kj_mol=2.2 homo_energy_ev=-7.887 e_lumo_ev=-0.2 multiplicity=1
In 0.312 -0.309 -0.014 0.89
Cl 5.074 2.364 -2.653 0.84
O 4.280 3.939 1.661 0.13
O 1.054 0.845 1.742 -0.04
O 0.242 -2.667 3.439 0.07
O 0.662 -1.913 1.373 -0.06
O 5.635 3.907 -0.088 0.09
O 2.988 -3.666 -1.616 0.07
O 1.238 -1.788 -1.315 -0.11
O 2.113 2.663 2.434 0.04
O -0.650 1.692 -0.251 -0.16
N -1.986 1.714 4.085 0.10
N -0.866 2.819 2.377 0.23
N 2.999 1.042 -1.682 -0.04
N -0.759 -1.902 -2.461 0.08
N -1.691 -0.740 1.209 0.08
N -3.058 2.198 2.096 0.23
N -1.030 -0.729 -1.790 -0.05
N 2.221 0.898 -0.599 0.12
C 1.159 -0.043 -4.685 -0.06
C 2.007 -1.027 -5.173 -0.07
C -1.721 2.072 -0.898 -0.37
C 0.926 -3.548 -2.883 -0.08
C -2.055 -0.084 -2.203 -0.07
C -3.071 0.869 4.600 -0.15
C 0.440 -2.350 -2.162 -0.41
C 4.662 3.483 0.479 -0.50
C 3.963 1.955 -1.446 -0.56
C 0.005 -1.959 2.478 -0.60
C 2.689 0.355 -2.902 -0.23
C -4.132 3.001 -2.087 -0.10
C 1.501 0.662 -3.542 -0.01
C -2.175 3.404 -0.740 -0.06
C -1.960 2.246 2.862 -0.43
C 0.160 -4.101 -3.913 -0.04
C -3.374 -0.413 3.814 -0.18
C -3.352 3.852 -1.309 -0.09
C 3.549 -0.621 -3.375 -0.02
C -2.208 -1.382 3.613 -0.13
C 3.803 2.438 -0.155 -0.03
C 1.921 1.752 1.614 -0.53
C -3.672 1.719 -2.314 -0.05
C 2.627 -5.209 -3.334 -0.01
C -2.485 1.230 -1.752 -0.14
C 1.853 -5.732 -4.348 -0.08
C 0.607 -5.180 -4.644 -0.10
C 3.200 -1.312 -4.523 -0.05
C -1.179 -0.962 2.571 -0.29
C 2.685 1.728 0.322 -0.09
C 2.176 -4.117 -2.589 -0.27
H -3.939 1.928 2.495 0.11
H 3.847 -2.096 -4.894 0.12
H 0.223 0.166 -5.185 0.11
H 2.219 -6.580 -4.913 0.10
H -4.156 -0.920 4.385 0.12
H -1.549 4.086 -0.175 0.12
H -4.233 1.058 -2.965 0.11
H -0.704 -0.029 2.868 0.11
H -0.742 2.716 1.361 0.08
H -1.673 -1.540 4.552 0.13
H 4.456 -0.854 -2.834 0.13
H 0.000 -5.593 -5.439 0.10
H 0.016 2.707 2.871 0.10
H 3.445 3.510 1.993 0.06
H -1.100 1.671 4.563 0.16
H -3.657 4.881 -1.156 0.11
H -2.361 0.018 1.145 0.07
H -3.835 -0.178 2.851 0.09
H -2.117 -1.583 0.834 0.12
H 3.593 -5.629 -3.084 0.12
H -2.775 0.605 5.614 0.13
H -3.974 1.478 4.698 0.12
H 2.522 -2.925 -1.175 0.08
H -0.797 -3.645 -4.128 0.11
H -3.065 2.695 1.212 0.10
H -5.052 3.345 -2.537 0.10
H -2.629 -0.539 -3.011 0.13
H -2.605 -2.363 3.340 0.13
H 1.728 -1.591 -6.054 0.11
H 0.851 1.427 -3.134 0.12